Record 1
The following is a quantum chemistry calculation of a cluster of 10 separate species, C95H204ClN9O2 in total at a distorted geometry, from the OMol25 dataset.

```
311
Properties=species:S:1:pos:R:3
C 1.950 -2.547 0.794
C 0.823 -1.865 -0.072
C -0.140 -2.852 -0.712
C -1.068 -3.460 0.402
C -2.037 -2.374 0.947
C -1.226 -1.246 1.668
N 0.042 -0.901 0.826
O 0.546 0.398 1.094
C -0.667 -1.769 3.021
C -2.141 0.023 1.843
C 1.494 -0.984 -1.197
H 2.538 -3.274 0.234
H 1.546 -3.213 1.557
H 2.647 -1.819 1.208
H 0.411 -3.678 -1.163
H -0.769 -2.496 -1.528
H -0.406 -3.990 1.088
H -1.550 -4.257 -0.165
H -2.630 -2.828 1.741
H -2.714 -1.996 0.181
H 0.087 -1.118 3.463
H -0.312 -2.798 2.973
H -1.433 -1.911 3.783
H -3.157 -0.152 2.196
H -2.349 0.531 0.901
H -1.652 0.813 2.413
H 2.190 -0.325 -0.677
H 0.844 -0.309 -1.754
H 1.926 -1.655 -1.939
C 4.339 2.774 4.690
C 3.353 1.945 3.860
C 2.353 1.208 4.813
C 1.261 2.076 5.387
C 0.487 2.769 4.283
C 1.384 3.698 3.353
N 2.610 2.876 2.862
O 3.415 3.467 1.855
C 1.754 5.035 4.036
C 0.565 3.978 2.121
C 4.039 0.786 2.984
H 5.188 2.225 5.096
H 3.866 3.248 5.550
H 4.834 3.592 4.167
H 2.913 0.774 5.641
H 1.973 0.324 4.301
H 1.710 2.800 6.067
H 0.578 1.453 5.966
H -0.295 3.397 4.711
H -0.025 2.000 3.704
H 0.900 5.706 4.124
H 2.552 5.579 3.531
H 2.075 4.864 5.063
H -0.312 4.583 2.351
H 0.209 3.146 1.514
H 1.066 4.658 1.431
H 4.526 0.099 3.676
H 4.817 1.139 2.307
H 3.311 0.286 2.347
C -7.191 -0.972 2.566
C -6.177 -1.163 1.385
C -6.678 -1.743 0.087
C -5.553 -1.894 -0.944
N -6.092 -2.521 -2.207
C -6.299 -4.031 -1.871
C -5.949 -4.742 -3.121
C -5.030 -3.914 -3.880
C -4.813 -2.567 -3.209
C -7.248 -1.829 -2.967
C -7.183 -0.297 -3.086
C -8.431 0.440 -3.670
H -6.644 -0.495 3.379
H -7.396 -1.971 2.950
H -8.182 -0.562 2.367
H -5.322 -1.768 1.685
H -5.866 -0.128 1.244
H -7.527 -1.187 -0.311
H -6.968 -2.766 0.325
H -4.754 -2.496 -0.510
H -5.087 -0.940 -1.187
H -7.295 -4.157 -1.449
H -5.566 -4.267 -1.100
H -6.868 -4.881 -3.691
H -5.630 -5.749 -2.852
H -5.452 -3.779 -4.876
H -4.087 -4.459 -3.922
H -4.784 -1.714 -3.886
H -3.984 -2.503 -2.505
H -8.158 -2.146 -2.457
H -7.354 -2.320 -3.934
H -6.409 -0.128 -3.834
H -6.947 0.246 -2.171
H -8.368 1.527 -3.621
H -9.241 0.123 -3.013
H -8.644 0.225 -4.717
C -4.972 -2.774 6.111
C -4.378 -2.870 4.682
C -3.384 -4.072 4.741
C -2.222 -3.929 5.834
N -1.781 -5.403 6.175
C -2.824 -6.103 7.155
C -2.483 -5.740 8.606
C -1.091 -5.157 8.486
C -0.538 -5.561 7.110
C -1.557 -6.367 4.944
C -0.400 -5.874 4.029
C -0.238 -7.016 2.927
H -4.282 -2.288 6.801
H -5.309 -3.722 6.530
H -5.820 -2.089 6.107
H -3.914 -1.954 4.317
H -5.145 -3.163 3.965
H -2.898 -3.968 3.771
H -3.921 -5.017 4.827
H -2.528 -3.526 6.799
H -1.307 -3.381 5.608
H -2.785 -7.191 7.105
H -3.843 -5.779 6.942
H -2.507 -6.524 9.363
H -3.089 -4.882 8.895
H -0.434 -5.542 9.267
H -1.025 -4.070 8.551
H -0.228 -6.605 7.061
H 0.262 -4.994 6.634
H -2.488 -6.512 4.397
H -1.452 -7.343 5.417
H 0.534 -5.675 4.556
H -0.731 -4.955 3.546
H -1.184 -7.206 2.420
H -0.042 -7.994 3.368
H 0.565 -6.840 2.211
C -4.973 1.956 -4.888
C -4.004 2.635 -5.902
C -2.789 3.383 -5.357
C -1.607 2.410 -5.053
N -0.636 3.095 -4.057
C 0.446 2.122 -3.446
C 0.819 2.697 -2.062
C -0.270 3.633 -1.613
C -1.311 3.489 -2.699
C 0.083 4.369 -4.706
C 0.952 4.260 -5.941
C 1.833 5.501 -6.245
H -4.508 1.158 -4.309
H -5.747 1.351 -5.359
H -5.434 2.577 -4.119
H -4.651 3.358 -6.399
H -3.730 1.843 -6.598
H -3.029 3.988 -4.482
H -2.570 4.133 -6.117
H -1.003 2.178 -5.931
H -1.975 1.527 -4.531
H 1.340 1.952 -4.046
H 0.102 1.090 -3.384
H 1.733 3.289 -2.110
H 0.887 1.898 -1.323
H 0.056 4.627 -1.304
H -0.749 3.219 -0.726
H -1.765 4.461 -2.892
H -1.984 2.680 -2.415
H 0.723 4.803 -3.937
H -0.714 5.084 -4.914
H 0.335 4.017 -6.806
H 1.601 3.387 -5.870
H 2.225 5.878 -5.301
H 1.197 6.229 -6.749
H 2.658 5.258 -6.914
C 7.148 -1.009 -1.747
C 6.241 -1.500 -0.611
C 6.859 -2.666 0.155
C 5.807 -3.092 1.155
N 6.253 -4.144 2.224
C 5.224 -4.112 3.321
C 5.946 -4.657 4.579
C 7.399 -4.476 4.309
C 7.552 -3.715 2.975
C 6.290 -5.622 1.705
C 7.670 -6.028 1.129
C 7.479 -7.347 0.322
H 6.685 -0.186 -2.290
H 7.611 -1.763 -2.384
H 8.002 -0.440 -1.379
H 5.196 -1.681 -0.862
H 6.146 -0.601 -0.001
H 7.629 -2.237 0.796
H 7.255 -3.441 -0.502
H 4.921 -3.532 0.696
H 5.349 -2.271 1.706
H 4.373 -4.771 3.146
H 4.895 -3.100 3.556
H 5.716 -5.720 4.654
H 5.564 -4.127 5.451
H 7.993 -5.382 4.191
H 7.929 -3.887 5.058
H 8.476 -3.731 2.397
H 7.344 -2.650 3.081
H 5.501 -5.626 0.953
H 6.036 -6.350 2.475
H 8.328 -6.146 1.990
H 8.155 -5.267 0.516
H 8.479 -7.643 0.005
H 6.870 -7.260 -0.577
H 7.045 -8.168 0.893
C 3.507 -0.289 -5.951
C 2.862 -1.571 -6.515
C 1.422 -1.394 -5.969
C 0.742 -2.759 -6.210
N -0.748 -2.809 -5.638
C -0.718 -3.005 -4.076
C -0.882 -4.489 -3.829
C -1.100 -5.231 -5.101
C -1.493 -4.111 -6.089
C -1.582 -1.550 -6.159
C -1.725 -1.541 -7.701
C -2.834 -0.575 -8.219
H 4.577 -0.482 -6.022
H 3.400 -0.237 -4.868
H 3.206 0.642 -6.431
H 3.401 -2.428 -6.113
H 2.882 -1.626 -7.603
H 0.832 -0.613 -6.449
H 1.420 -1.002 -4.952
H 1.288 -3.612 -5.807
H 0.659 -2.964 -7.278
H -1.641 -2.475 -3.840
H 0.181 -2.505 -3.715
H -1.758 -4.603 -3.191
H -0.096 -4.873 -3.179
H -1.797 -6.061 -4.987
H -0.206 -5.735 -5.469
H -2.533 -3.835 -5.917
H -1.314 -4.209 -7.160
H -1.133 -0.616 -5.823
H -2.474 -1.641 -5.539
H -1.984 -2.469 -8.211
H -0.802 -1.161 -8.139
H -3.128 -0.780 -9.248
H -2.539 0.467 -8.099
H -3.763 -0.550 -7.649
C 3.932 1.646 -1.933
C 5.329 2.168 -1.649
C 5.414 3.739 -1.422
C 6.839 4.149 -1.100
N 7.082 5.616 -0.508
C 8.628 5.806 -0.267
C 8.654 6.851 0.822
C 7.431 6.668 1.653
C 6.476 5.725 0.850
C 6.568 6.782 -1.396
C 7.099 6.851 -2.844
C 6.364 7.908 -3.577
H 4.058 0.572 -2.075
H 3.563 2.092 -2.856
H 3.196 1.983 -1.204
H 5.959 1.824 -2.469
H 5.546 1.672 -0.703
H 4.701 4.112 -0.686
H 5.192 4.184 -2.392
H 7.590 4.061 -1.885
H 7.172 3.572 -0.238
H 9.279 6.095 -1.092
H 8.970 4.880 0.194
H 8.645 7.878 0.456
H 9.522 6.911 1.478
H 6.925 7.607 1.874
H 7.642 6.281 2.650
H 5.458 6.107 0.783
H 6.491 4.735 1.306
H 6.674 7.715 -0.842
H 5.504 6.565 -1.498
H 7.014 5.968 -3.476
H 8.171 7.050 -2.856
H 5.383 7.504 -3.826
H 6.842 8.058 -4.545
H 6.405 8.830 -2.996
C -3.313 2.202 5.411
C -3.615 3.746 5.298
C -4.279 4.186 3.997
C -3.588 3.895 2.687
N -4.561 3.916 1.437
C -5.544 2.738 1.421
C -5.876 2.526 -0.055
C -4.651 3.020 -0.806
C -3.711 3.673 0.198
C -5.343 5.290 1.227
C -6.743 5.435 2.036
C -7.394 6.743 1.844
H -2.864 1.839 6.335
H -2.846 1.861 4.487
H -4.248 1.654 5.292
H -2.759 4.416 5.381
H -4.222 3.936 6.184
H -4.570 5.236 4.016
H -5.271 3.736 4.008
H -3.121 2.910 2.667
H -2.821 4.634 2.453
H -6.439 2.851 2.033
H -4.904 1.952 1.820
H -6.812 2.990 -0.368
H -6.111 1.480 -0.249
H -4.820 3.702 -1.640
H -4.176 2.239 -1.400
H -3.263 4.591 -0.183
H -3.105 2.864 0.605
H -5.700 5.252 0.198
H -4.630 6.093 1.414
H -6.474 5.204 3.067
H -7.510 4.720 1.738
H -8.471 6.576 1.818
H -7.093 7.120 0.866
H -7.180 7.477 2.621
Cl -2.343 -0.186 -2.203
```

Results
Calculated total energy ... -4841.8259 a.u.
Total charge ... +8

Record 2
The following is a quantum chemistry calculation of a structure of composition C33H59CrN2O2P2 at a distorted geometry, from the OMol25 dataset.

```
99
Properties=species:S:1:pos:R:3
C -2.168 0.969 -2.089
C -2.594 -1.238 -1.236
C -3.369 1.000 -2.791
C -3.865 -1.204 -1.917
C -4.237 -0.119 -2.679
H -3.632 1.872 -3.394
H -4.517 -2.078 -1.825
H -5.200 -0.119 -3.201
N -1.784 -0.091 -1.319
P -0.376 2.389 -0.497
P -0.446 -2.431 -0.052
C -1.211 2.140 -2.156
H -0.397 1.891 -2.858
H -1.718 3.042 -2.537
C -2.154 -2.365 -0.531
H -2.782 -3.262 -0.559
C 0.450 -3.421 -1.459
C -0.336 -3.495 1.541
C 1.148 3.549 -0.836
C -1.710 3.326 0.512
C 1.977 -3.240 -1.348
H 2.394 -3.805 -0.502
H 2.464 -3.617 -2.268
H 2.251 -2.183 -1.209
C 0.110 -4.922 -1.508
H 0.536 -5.483 -0.661
H -0.980 -5.086 -1.534
H 0.534 -5.355 -2.435
C -0.080 -2.802 -2.772
H 0.518 -3.184 -3.622
H -1.132 -3.084 -2.936
H -0.034 -1.703 -2.770
C 1.113 -3.958 1.790
H 1.815 -3.107 1.765
H 1.175 -4.417 2.794
H 1.446 -4.716 1.062
C -0.766 -2.634 2.739
H -0.064 -1.805 2.917
H -1.777 -2.222 2.597
H -0.778 -3.270 3.644
C -1.300 -4.699 1.480
H -1.081 -5.394 0.658
H -1.220 -5.264 2.428
H -2.343 -4.356 1.382
C -1.181 3.510 1.950
H -1.956 4.011 2.560
H -0.949 2.547 2.426
H -0.275 4.139 1.979
C -2.986 2.449 0.514
H -3.512 2.515 -0.451
H -2.790 1.389 0.716
H -3.663 2.828 1.302
C -2.129 4.691 -0.080
H -3.091 4.983 0.380
H -1.411 5.494 0.130
H -2.294 4.639 -1.171
C 1.508 3.505 -2.333
H 0.731 3.976 -2.959
H 2.450 4.063 -2.490
H 1.662 2.475 -2.684
C 2.317 2.968 -0.013
H 2.559 1.942 -0.328
H 3.212 3.604 -0.151
H 2.080 2.934 1.064
C 0.976 5.034 -0.463
H 0.232 5.538 -1.098
H 0.704 5.181 0.593
H 1.947 5.538 -0.626
Cr 0.000 0.000 0.000
C -1.055 0.130 1.604
O -1.663 0.278 2.598
N 1.233 0.009 -1.725
C 1.956 -0.011 -2.647
C 2.857 -0.027 -3.816
C 2.348 -1.066 -4.846
C 2.850 1.388 -4.452
C 4.283 -0.414 -3.346
H 2.347 -2.080 -4.416
H 1.327 -0.826 -5.179
H 3.020 -1.054 -5.721
H 3.222 2.147 -3.744
H 3.508 1.386 -5.338
H 1.833 1.670 -4.769
H 4.954 -0.439 -4.222
H 4.679 0.315 -2.621
H 4.282 -1.411 -2.875
C 3.030 0.725 2.914
C 3.447 -0.604 2.363
C 2.802 -0.540 0.984
O 1.610 0.208 1.141
C 1.579 0.719 2.468
H 3.174 0.844 4.009
H 3.584 1.529 2.378
H 2.943 -1.392 2.970
H 4.538 -0.808 2.356
H 3.475 0.005 0.289
H 2.648 -1.557 0.655
H 1.026 0.032 3.136
H 1.146 1.730 2.550
```

Results
<S²> ... 6.021
Calculated total energy ... -3279.7682 a.u.
Spin multiplicity ... 5
Total charge ... +1